Entry 1:
The following is a quantum chemistry calculation of C33H31BO4 in the gas phase, from OMol25.

Each line ends with the natural charge from an NBO analysis.
CARTESIAN COORDINATES (ANGSTROEM)
O (-3.3006, -2.3761, 3.3096)  -0.4467
O (1.9748, -2.0282, 1.8853)  -0.4504
O (1.4075, -0.6110, 4.4199)  -0.4449
O (-2.3263, 0.6330, 2.6439)  -0.4017
C (1.3420, 1.4383, 1.8060)  0.1629
C (-3.4385, -0.3055, 0.8974)  -0.3877
C (-2.1287, -1.3900, 4.9263)  -0.2463
C (3.5294, 1.7629, 2.8338)  -0.2135
C (-2.2457, -1.5208, 3.5585)  0.2510
C (1.8193, 0.2200, 5.4253)  0.2778
C (-0.0351, 1.1097, 4.5158)  -0.3297
C (-3.0886, -2.2547, 5.5281)  -0.3037
C (3.0762, -0.0818, 6.0665)  -0.6611
C (-3.4246, 0.7110, 1.8569)  0.5536
C (-4.4627, 1.6480, 2.2219)  -0.7029
C (1.2142, -4.1223, 1.8779)  -0.3180
C (0.9504, 1.2860, 5.5411)  -0.3274
C (-4.8994, -3.7658, 4.5234)  -0.6546
C (2.0344, 3.6385, 2.5348)  -0.2143
C (0.8422, -0.1946, -0.0611)  0.0243
C (2.1697, -0.0818, -0.5009)  -0.1621
C (1.0815, 2.8016, 1.9417)  -0.2567
C (0.6567, -1.9690, 2.2710)  0.1348
C (2.6400, -0.8220, -1.5883)  -0.2252
C (2.2927, -3.3250, 1.5923)  0.2751
C (-2.3920, -1.1673, 1.1935)  0.0855
C (-3.7987, -2.8160, 4.5086)  0.2847
C (0.4046, -1.6237, -1.9893)  -0.2003
C (0.1698, -3.2460, 2.3178)  -0.3329
C (1.7576, -1.5879, -2.3496)  -0.2410
C (0.3047, -0.0364, 3.8045)  0.1292
C (-1.7100, -0.6981, 2.4299)  0.0017
C (3.2651, 3.1292, 2.9686)  -0.2372
C (0.3012, 0.4492, 1.2387)  -0.5307
C (3.5886, -3.5832, 0.9984)  -0.6548
C (-0.0423, -0.9064, -0.8805)  -0.2271
C (2.5718, 0.9394, 2.2456)  -0.2705
B (-0.0250, -0.5804, 2.3767)  0.2601
H (4.0113, 3.7784, 3.4242)  0.2075
H (-0.3123, -2.2001, -2.5707)  0.2046
H (2.8763, 0.5834, -0.0044)  0.2186
H (1.1582, -5.1993, 1.7684)  0.2150
H (-4.0553, 2.5067, 2.7600)  0.2617
H (1.8141, 4.7033, 2.6532)  0.2057
H (-1.1025, -0.8901, -0.6310)  0.1851
H (-0.8373, 1.8114, 4.2882)  0.2214
H (-0.8358, -3.5590, 2.5903)  0.2125
H (3.6520, -0.8288, 5.5089)  0.2344
H (-4.9794, 1.9813, 1.3177)  0.2453
H (-5.1921, -3.9074, 5.5699)  0.2325
H (4.4716, 1.3235, 3.1652)  0.2086
H (4.3526, -2.8817, 1.3574)  0.2263
H (-1.4531, -0.7279, 5.4520)  0.2623
H (3.6654, 0.8420, 6.1497)  0.2263
H (1.0243, 2.0993, 6.2625)  0.2186
H (-4.5839, -4.7445, 4.1397)  0.2293
H (2.1143, -2.1505, -3.2079)  0.2099
H (-5.2119, 1.1632, 2.8667)  0.2730
H (-2.1536, -2.1175, 0.7116)  0.2658
H (2.8746, -0.4437, 7.0838)  0.2192
H (-4.1848, -0.4196, 0.1089)  0.2501
H (3.5309, -3.5095, -0.0999)  0.2254
H (2.8032, -0.1071, 2.0647)  0.2499
H (3.7023, -0.7681, -1.8401)  0.2102
H (-0.6092, 1.0101, 0.9838)  0.2075
H (-5.7800, -3.4111, 3.9736)  0.2233
H (3.8895, -4.6125, 1.2409)  0.2234
H (0.1224, 3.1988, 1.5993)  0.1981
H (-3.2358, -2.4178, 6.5909)  0.2292

Values from the calculation:
* orbital gap: 5.4 eV
* energy above the lowest of the compared OMol25 structures with the same formula, charge and spin: 0.0 kcal/mol
* total energy: -43587.000 eV
* HOMO level: -0.2516 hartree

---

Entry 2:
The following is a quantum chemistry calculation of 2 unconnected molecules or ions with the total composition C5H14NO, from OMol25.

Each line ends with the natural charge from an NBO analysis.
CARTESIAN COORDINATES (ANGSTROEM)
O (-1.7190, -0.1176, -3.5166)  -0.9666
N (0.4912, -1.5156, -0.5920)  -0.3809
C (-0.1481, 0.5877, 1.6662)  -0.4178
C (0.7766, -0.0726, -0.6336)  -0.2365
C (0.1215, 1.5485, 2.8065)  -0.6051
C (-0.5506, -2.0611, -1.0908)  0.1203
C (1.0721, 0.4350, 0.7797)  -0.4121
H (-0.1065, 0.3825, -1.0734)  0.2317
H (-1.0055, 1.0185, 1.1337)  0.2082
H (1.5947, 1.3888, 0.6684)  0.2395
H (1.0748, 1.4066, 3.3130)  0.2137
H (1.6173, 0.1397, -1.2926)  0.2405
H (1.2753, -2.1356, -0.3899)  0.4381
H (-2.4448, 0.3233, -3.9723)  0.4949
H (-0.5073, -0.3554, 2.0680)  0.2054
H (-0.6140, -3.1467, -1.0553)  0.2292
H (-0.7096, 1.5687, 3.5118)  0.2287
H (-1.1180, -0.3206, -4.2517)  0.4805
H (-1.1688, -1.4411, -1.7443)  0.2612
H (0.2265, 2.5751, 2.4522)  0.2119
H (1.8423, -0.2080, 1.2127)  0.2150

Values from the calculation:
* net charge: +1
* orbital gap: 9.9 eV
* energy above the lowest of the compared OMol25 structures with the same formula, charge and spin: 34.6 kcal/mol
* total energy: -8942.506 eV
* HOMO level: -0.5438 hartree

---

Entry 3:
The following is a quantum chemistry calculation of C14H19F2N3OS2 in the gas phase, from OMol25.

Each line ends with the natural charge from an NBO analysis.
CARTESIAN COORDINATES (ANGSTROEM)
S (5.5917, -1.6014, -0.1508)  0.1908
S (-0.8536, 3.6281, 0.1118)  -0.2309
F (6.2109, 0.1955, 1.6693)  -0.3385
F (6.8735, 0.6928, -0.3210)  -0.3395
O (-5.6972, -1.8196, -0.5154)  -0.7197
N (-0.8588, 1.0002, 0.4723)  -0.4399
N (-3.3620, -0.3145, -0.0853)  -0.4687
N (0.8497, 1.9208, -0.8516)  -0.6420
C (2.0980, 0.3152, 0.5067)  -0.2912
C (-0.8612, -0.2976, -0.1748)  -0.2418
C (-0.2749, 2.0887, -0.0746)  0.2948
C (4.1489, -0.5629, -0.3568)  -0.2243
C (-3.3002, 0.9714, 0.5825)  -0.2268
C (1.9336, 1.0755, -0.6527)  0.2510
C (2.9099, 1.0153, -1.6510)  -0.2578
C (-3.6758, -1.4526, 0.7668)  -0.2500
C (6.7057, -0.3326, 0.5346)  0.4284
C (3.2010, -0.5017, 0.6510)  -0.1630
C (-1.9920, 1.1610, 1.3617)  -0.2485
C (-4.5397, -2.4411, -0.0275)  -0.0610
C (4.0090, 0.1958, -1.5086)  -0.1766
C (-2.1963, -0.4927, -0.9250)  -0.2297
H (2.7995, 1.6200, -2.5389)  0.2149
H (-1.9550, 2.1562, 1.8046)  0.2544
H (-4.2616, -1.0958, 1.6162)  0.2064
H (-0.0375, -0.3817, -0.8808)  0.2304
H (3.3368, -1.0799, 1.5515)  0.2289
H (1.0455, 2.7345, -1.4220)  0.4232
H (-4.8666, -3.2600, 0.6169)  0.1821
H (-0.7421, -1.0689, 0.5933)  0.2003
H (-3.9558, -2.8659, -0.8586)  0.1479
H (1.3794, 0.3894, 1.3068)  0.2301
H (-2.2516, 0.2480, -1.7300)  0.2046
H (-2.7877, -1.9722, 1.1519)  0.1734
H (-5.4212, -0.9695, -0.8850)  0.4771
H (-1.9094, 0.4065, 2.1509)  0.1931
H (-3.3629, 1.7505, -0.1836)  0.2142
H (-2.2169, -1.4887, -1.3694)  0.2093
H (7.6805, -0.7924, 0.7438)  0.1521
H (-4.1555, 1.0763, 1.2507)  0.2104
H (4.7620, 0.1500, -2.2797)  0.2321

Values from the calculation:
* SMILES string: OCCN1CCN(C(=S)Nc2ccc(SC(F)F)cc2)CC1
* orbital gap: 8.6 eV
* energy above the lowest of the compared OMol25 structures with the same formula, charge and spin: 0.0 kcal/mol
* total energy: -48449.622 eV
* HOMO level: -0.3015 hartree

---

Entry 4:
The following is a quantum chemistry calculation of C19H24N4O6 in the gas phase, from OMol25.

Each line ends with the natural charge from an NBO analysis.
CARTESIAN COORDINATES (ANGSTROEM)
O (-6.5821, -0.8712, 2.8180)  -0.4967
O (1.5124, -3.6531, -2.0277)  -0.5968
O (-0.7608, -2.4075, 1.1640)  -0.6021
O (-7.0077, 1.9411, 3.0931)  -0.4841
O (2.6953, 0.3164, -0.1496)  -0.6159
O (-0.7263, 1.7255, 1.2321)  -0.6194
N (-2.0627, -0.1069, 1.5981)  -0.6173
N (0.1645, -0.3348, 0.9830)  -0.6720
N (2.0140, -1.7662, -0.7735)  -0.4695
N (2.4452, -1.7521, -2.9310)  -0.6203
C (-3.5209, 1.8237, 2.0207)  -0.2484
C (2.5834, -0.5510, -0.9866)  0.7168
C (1.5407, -2.2656, 0.4966)  -0.3184
C (-4.7627, 2.2942, 2.3967)  -0.2193
C (2.2624, 0.6946, -3.1172)  -0.6156
C (5.2871, 0.7974, -2.3924)  -0.2222
C (0.1825, -1.6870, 0.9114)  0.6837
C (6.5516, 0.8262, -3.2529)  -0.5968
C (4.5018, -0.4845, -2.7102)  -0.3859
C (1.9422, -2.5362, -1.9569)  0.7960
C (5.6693, 0.8908, -0.9178)  -0.6187
C (-0.9216, 0.5356, 1.2853)  0.7978
C (-7.8532, 0.9832, 3.6875)  -0.0956
C (-7.8691, -0.2960, 2.8517)  -0.0969
C (-3.2964, 0.4515, 1.9474)  0.1494
C (-5.8003, 1.4205, 2.6936)  0.1820
C (2.9784, -0.4866, -2.4590)  0.0402
C (-4.3348, -0.4311, 2.2220)  -0.2889
C (-5.5865, 0.0431, 2.5831)  0.2948
H (2.6250, 0.8435, -4.1309)  0.2162
H (-4.9516, 3.3527, 2.4730)  0.2263
H (4.6217, -0.7009, -3.7759)  0.2078
H (7.1351, 1.7164, -3.0330)  0.2131
H (1.0288, 0.1734, 0.7861)  0.4492
H (6.2537, 1.7906, -0.7422)  0.2099
H (-8.1990, -0.0554, 1.8315)  0.1787
H (2.2758, -2.0253, 1.2717)  0.2350
H (1.1917, 0.5041, -3.1488)  0.2273
H (7.1698, -0.0456, -3.0490)  0.2023
H (1.4323, -3.3491, 0.3965)  0.2700
H (6.2707, 0.0318, -0.6260)  0.1960
H (-8.8450, 1.4346, 3.7415)  0.2003
H (-2.0238, -1.1265, 1.5757)  0.4402
H (-2.7234, 2.5102, 1.7952)  0.2541
H (4.7880, 0.9328, -0.2872)  0.2386
H (-8.5327, -1.0459, 3.2847)  0.2005
H (2.5687, -2.0837, -3.8721)  0.4212
H (2.4312, 1.5963, -2.5353)  0.2366
H (-4.1900, -1.4981, 2.1557)  0.2223
H (-7.4992, 0.7466, 4.7007)  0.1779
H (4.9413, -1.3188, -2.1569)  0.2134
H (4.6795, 1.6674, -2.6522)  0.2005
H (6.3053, 0.8348, -4.3126)  0.2028

Values from the calculation:
* SMILES string: CC(C)C[C@@]1(C)NC(=O)N(CC(=O)NC(=O)Nc2ccc3c(c2)OCCO3)C1=O
* orbital gap: 8.4 eV
* energy above the lowest of the compared OMol25 structures with the same formula, charge and spin: 12.1 kcal/mol
* total energy: -38340.712 eV
* HOMO level: -0.2868 hartree

---

Entry 5:
The following is a quantum chemistry calculation of a gas-phase ion, C2H7N4OS (charge +1), from OMol25.

Each line ends with the natural charge from an NBO analysis.
CARTESIAN COORDINATES (ANGSTROEM)
S (-2.4360, -0.7377, 0.4128)  -0.0668
O (1.1635, 0.9390, 0.8109)  -0.5106
N (-1.5147, 1.4464, 1.4980)  -0.7470
N (0.1459, 0.1779, 0.2099)  -0.1729
N (1.8120, -0.3050, -1.1859)  -0.7667
N (-0.2607, -1.5423, -1.3069)  -0.7383
C (-1.2949, 0.4263, 0.6798)  0.2439
C (0.5339, -0.5964, -0.8579)  0.6656
H (-0.9865, -1.6984, -0.6766)  0.4241
H (-2.3259, 1.5403, 2.1042)  0.4457
H (2.2029, 0.6243, -1.0391)  0.4379
H (-0.2604, -1.7362, -2.2944)  0.4418
H (1.4957, 0.2590, 1.4027)  0.4936
H (2.5089, -0.8184, -1.6198)  0.4309
H (-0.7836, 2.0210, 1.8623)  0.4190

Values from the calculation:
* net charge: +1
* SMILES string: NC(=[NH2+])N(O)C(N)=S
* orbital gap: 9.3 eV
* energy above the lowest of the compared OMol25 structures with the same formula, charge and spin: 0.0 kcal/mol
* total energy: -21022.548 eV
* HOMO level: -0.4811 hartree

---

Entry 6:
The following is a quantum chemistry calculation of C5H7N in the gas phase, from OMol25.

Each line ends with the natural charge from an NBO analysis.
CARTESIAN COORDINATES (ANGSTROEM)
N (-1.0679, 0.5017, -0.0115)  -0.3572
C (1.1587, -0.6095, -0.4280)  -0.6866
C (0.3933, -0.0575, 3.0134)  -0.2069
C (-1.3218, 0.5959, -1.4663)  -0.4580
C (0.2043, -0.0494, 1.8255)  -0.0499
C (0.0383, 0.0316, 0.3461)  0.2208
H (1.9916, -0.8436, 0.2300)  0.2394
H (-2.4024, 0.5095, -1.5779)  0.2105
H (0.5489, -0.0323, 4.0533)  0.2308
H (-0.8354, -0.1691, -2.0795)  0.1815
H (0.8033, -1.5304, -0.8909)  0.2358
H (1.5170, 0.0628, -1.2070)  0.2303
H (-1.0279, 1.5905, -1.8073)  0.2095

Values from the calculation:
* SMILES string: C#C/C(C)=N/C
* orbital gap: 10.7 eV
* energy above the lowest of the compared OMol25 structures with the same formula, charge and spin: 59.4 kcal/mol
* total energy: -6785.937 eV
* HOMO level: -0.3592 hartree